Formula: C3H14NO2
Source: OMol25
Level of theory: the ωB97M-V functional and the def2-TZVPD basis

Each line ends with the Mulliken charge.
Cartesian coordinates (Å):
C1 2.36826 -0.36677 -0.08329  -0.981
C2 1.27904 -0.59416 0.96280  -0.219
N1 -0.02714 0.01788 0.54282  -0.221
C3 -1.27365 -0.57020 1.40993  -0.756
H1 2.07655 0.58046 -0.56006  0.261
H2 3.29811 -0.12215 0.47297  0.307
H3 2.69498 -1.06144 -0.90599  0.311
H4 0.92096 -1.59778 1.27310  0.316
H5 1.57644 -0.04026 1.90819  0.297
H6 -0.41750 -0.04337 -0.45185  0.358
H7 -0.00807 1.04180 0.67178  0.349
H8 -1.94068 0.12037 1.99555  0.332
H9 -0.85722 -1.41164 2.02067  0.320
H10 -1.86607 -1.13713 0.77046  0.343
H11 -0.09415 3.21992 -0.96310  0.318
H12 -0.66598 2.42110 -2.06854  0.317
O1 -0.61847 2.41764 -1.11442  -0.630
H13 -1.50088 -1.46172 -2.26091  0.345
H14 -2.96111 -0.71280 -1.87944  0.309
O2 -1.98343 -0.69975 -1.74068  -0.674

Forces on the atoms, in the same order (eV/Å):
C 1.12 0.68 -0.11
C -0.48 -0.43 0.67
N -3.63 0.74 0.55
C 1.88 -0.13 1.12
H 0.32 -0.15 -0.14
H -0.48 -0.24 -0.41
H -1.09 0.14 1.10
H 1.26 0.25 -0.47
H -0.50 -0.73 -1.10
H 1.11 -0.40 1.10
H -0.01 -0.46 -0.06
H 1.39 -0.21 -0.73
H -0.08 1.34 0.11
H -1.10 -0.35 -1.74
H -0.22 -0.14 0.25
H -0.31 -0.32 -0.54
O 0.60 0.43 0.38
H -2.15 2.18 1.29
H 1.32 -0.40 -0.19
O 1.06 -1.79 -1.09

Summary:
E_HOMO = -0.5719 Ha
relative energy (zero: lowest compared OMol25 entry of this formula, charge and spin) = 1.766 eV
multiplicity = 1
charge = +1
calculated total energy = -327.65769 Ha



Formula: C5H7NO
Source: OMol25
Level of theory: the ωB97M-V functional and the def2-TZVPD basis

Each line ends with the Mulliken charge.
Cartesian coordinates (Å):
C1 -0.06157 1.58299 -2.26985  -0.123
C2 0.86101 0.90503 -0.19971  -0.398
C3 0.22616 -0.22410 0.29896  1.325
C4 -0.83264 -0.94184 -0.58701  -1.186
C5 0.22426 -0.41506 1.90829  -1.163
N1 -0.51156 1.98766 -3.23659  -0.384
O1 1.46775 -0.28381 -0.35995  -0.371
H1 1.47123 1.83148 -0.02066  0.361
H2 -0.43345 -0.89908 -1.66928  0.363
H3 -1.85280 -0.36021 -0.51694  0.246
H4 -1.04295 -1.93801 -0.20458  0.394
H5 -0.25424 0.56712 2.37532  0.274
H6 1.24920 -0.60342 2.20944  0.363
H7 -0.51039 -1.20874 2.27256  0.301

Forces on the atoms, in the same order (eV/Å):
C 1.73 -1.26 4.06
C 2.06 2.15 -3.65
C -3.85 -2.63 2.51
C -1.18 2.11 -0.19
C -2.53 1.32 -0.87
N -0.73 0.60 -1.60
O 1.64 1.15 -0.06
H -1.27 -1.00 -0.07
H -0.87 -0.24 1.80
H 1.98 -1.02 -0.31
H 0.32 -0.13 -0.19
H 1.47 -1.86 -0.92
H -0.06 0.09 0.32
H 1.30 0.71 -0.83

Summary:
E_HOMO = -0.3860 Ha
relative energy (zero: lowest compared OMol25 entry of this formula, charge and spin) = 5.441 eV
multiplicity = 1
calculated total energy = -324.52450 Ha



Formula: C14H42N2O6
Source: OMol25
Level of theory: the ωB97M-V functional and the def2-TZVPD basis

Each line ends with the Mulliken charge.
Cartesian coordinates (Å):
O1 0.19578 0.80002 0.68149  -1.022
H1 0.19053 0.56411 -0.24616  0.172
H2 1.03997 1.23110 0.81473  0.286
C1 -0.94468 -1.01659 -2.51975  -2.153
C2 -0.05725 -0.65453 -1.41883  1.437
C3 1.34306 -1.39399 -1.50270  -0.675
O2 1.01748 -2.74156 -1.86358  -0.416
C4 2.03002 -3.65099 -1.47277  -0.790
N1 0.05930 0.81195 -1.45393  -0.282
H3 -1.88137 -0.47625 -2.38281  0.365
H4 -1.17051 -2.08140 -2.57699  0.573
H5 -0.48715 -0.65953 -3.44240  0.567
H6 -0.53155 -0.94040 -0.47999  -1.583
H7 1.85973 -1.35683 -0.54365  0.782
H8 1.95812 -0.91375 -2.26373  0.377
H9 2.16320 -3.85754 -0.41084  0.223
H10 2.99409 -3.29606 -1.83703  0.360
H11 1.99391 -4.55641 -2.07859  0.343
H12 0.19175 0.93418 -2.44772  0.618
H13 -0.87210 1.14263 -1.24597  0.729
C5 -3.80139 1.21200 1.04191  -1.619
C6 -2.40925 0.77661 1.41943  0.269
C7 -1.85584 -0.26531 0.39930  0.903
O3 -2.66575 -1.43336 0.43388  -0.464
C8 -2.34730 -2.51827 -0.40122  -0.701
N2 -1.53508 1.90588 1.53016  -0.781
H14 -3.88108 1.99269 0.28543  0.289
H15 -4.28168 1.55783 1.95724  0.419
H16 -4.47227 0.40694 0.74207  0.345
H17 -2.44504 0.30839 2.40310  0.547
H18 -0.89570 -0.55896 0.82357  -0.437
H19 -1.77524 0.22746 -0.56961  0.210
H20 -2.27922 -2.23275 -1.45095  0.193
H21 -2.91835 -3.44618 -0.36981  0.431
H22 -1.38506 -2.92326 -0.08787  0.153
H23 -0.58414 1.56570 1.53910  0.572
H24 -1.58866 2.44495 0.67773  -0.226
C9 2.90109 0.26461 1.13130  -1.720
C10 2.05874 1.11321 2.12930  -0.609
O4 1.59864 2.16744 1.33288  -0.480
H25 3.41468 -0.42299 1.80326  0.419
H26 3.69034 0.85782 0.66948  0.487
H27 2.36207 -0.28346 0.35853  0.254
H28 2.72602 1.55933 2.86674  0.480
H29 1.16420 0.71481 2.60802  0.312
H30 1.46317 2.91560 1.91897  0.384
C11 0.35985 -1.46610 1.01536  1.964
C12 1.34928 -2.41672 1.75950  -1.395
O5 0.65591 -3.62015 2.21823  -0.595
H31 0.83804 -0.52155 0.75599  -1.435
H32 -0.55753 -1.20508 1.54298  0.737
H33 -0.03504 -1.98924 0.14445  -0.226
H34 1.85392 -1.97177 2.61710  0.259
H35 2.06219 -2.74116 1.00149  0.476
H36 0.99727 -4.42646 1.82462  0.321
C13 0.87248 3.10431 -0.99083  -0.210
C14 -0.28879 4.08513 -0.82866  -0.557
O6 -0.45281 4.91939 -1.96510  -0.567
H37 0.63191 2.26307 -1.64086  0.114
H38 1.19579 2.66137 -0.04883  0.036
H39 1.69360 3.59312 -1.51517  0.611
H40 -0.12522 4.78411 -0.00844  0.358
H41 -1.23491 3.60918 -0.57094  0.235
H42 -1.16588 5.54358 -1.81177  0.335

Forces on the atoms, in the same order (eV/Å):
O 0.76 -0.53 0.72
H 0.91 0.95 1.22
H -2.03 -0.53 -2.00
C -0.53 -0.64 -1.81
C 1.29 -1.56 -1.33
C -1.69 0.47 -0.68
O 0.45 0.00 0.80
C 1.16 0.02 -1.40
N -0.51 -3.46 -5.87
H -0.16 -0.05 -0.25
H 0.45 0.33 -0.56
H -0.14 -0.19 -0.46
H 0.72 0.50 -2.55
H -0.12 -0.40 -0.71
H 0.26 -0.08 -0.26
H -0.59 -0.03 -0.06
H 0.38 0.56 0.24
H -0.90 -0.25 0.38
H 0.16 0.58 -0.38
H -0.10 0.79 -0.44
C -1.25 -0.17 0.85
C -0.21 -0.84 -0.94
C -2.68 0.64 1.81
O -1.78 -0.16 0.20
C 1.43 -0.45 -0.45
N -2.13 2.16 1.58
H 0.39 0.10 -0.04
H -0.05 0.57 -0.05
H 0.38 -0.34 -0.26
H -0.10 -0.35 0.05
H -3.14 2.31 -1.92
H -1.36 -0.33 0.42
H -0.53 -0.24 0.66
H -1.21 0.68 0.70
H 0.23 -0.08 -0.35
H -1.09 0.59 0.48
H -0.11 0.11 0.05
C 0.58 -0.33 1.90
C 2.30 -0.19 0.53
O 4.45 5.05 4.28
H 0.15 -0.55 -0.43
H -0.24 0.35 0.10
H 0.57 0.67 0.66
H 0.14 -0.45 0.24
H 0.59 -0.91 0.19
H -0.39 0.52 -0.25
C 2.95 -5.12 3.31
C -1.62 -0.85 -0.71
O -0.04 0.70 0.20
H -0.35 -2.37 0.73
H 1.85 -2.08 2.65
H 1.10 -0.94 1.44
H -0.03 0.05 -0.03
H 0.48 0.30 0.42
H 0.25 0.23 -0.13
C -0.26 1.45 -1.40
C 0.32 0.61 0.53
O 0.16 -0.32 -0.93
H 0.51 2.30 0.51
H -0.47 1.22 -1.90
H 0.25 0.51 0.36
H 0.35 -0.18 0.56
H -0.11 -0.32 -0.31
H -0.03 -0.06 0.11

Summary:
E_HOMO = -0.2800 Ha
relative energy (zero: lowest compared OMol25 entry of this formula, charge and spin) = 15.908 eV
multiplicity = 1
calculated total energy = -1118.88627 Ha